DFT (ωB97M-V/def2-TZVPD) results for a cluster of 6 separate species, C20H54I2N4O20P5 in total.

E, eV: -131170.514
ΔE to the lowest compared entry with this formula, charge and spin, kcal/mol: 144.20
Maximum force, eV Å⁻¹: 9.11
Frontier orbital gap, eV: 6.65
Net charge: +1

Last column: Löwdin charge in e.
Element x y z (Å)
I1 -1.22190 4.29705 -0.49188  0.726
I2 0.32134 2.17229 -2.23782  0.706
P1 0.78506 0.99522 7.57961  0.445
P2 -5.06902 -6.16219 -0.96525  0.441
P3 -4.31494 -2.44845 -5.67109  0.449
P4 6.77945 5.42378 -2.66688  0.442
P5 3.31151 1.56012 2.30909  0.447
O1 0.40434 -0.45138 7.57988  -0.250
O2 2.90529 2.80641 3.24396  -0.241
O3 0.03825 1.91070 8.67241  -0.214
O4 2.24158 1.09221 1.37426  -0.260
O5 0.48007 1.78205 6.20844  -0.207
O6 -6.04013 -6.95531 -0.14947  -0.237
O7 -4.36162 -4.93373 -0.20334  -0.248
O8 4.67607 2.05677 1.60939  -0.214
O9 2.34618 1.30214 7.83840  -0.217
O10 -5.69335 -5.44487 -2.26444  -0.239
O11 -5.06175 -1.53296 -4.57829  -0.206
O12 -4.61992 -1.66161 -7.04227  -0.211
O13 3.81693 0.47579 3.38558  -0.219
O14 -3.82670 -6.99397 -1.56778  -0.220
O15 8.36466 5.15380 -2.77863  -0.221
O16 6.41073 4.84010 -1.21236  -0.228
O17 6.14238 4.32000 -3.64966  -0.219
O18 -4.69566 -3.89504 -5.67083  -0.241
O19 -2.75382 -2.14152 -5.41231  -0.221
O20 6.34737 6.83451 -2.91328  -0.245
N1 -3.93765 -0.21004 0.05103  0.088
N2 -3.45201 2.32856 -0.04976  -0.018
N3 -5.84730 1.25242 -0.22924  0.079
N4 -6.25596 -0.09368 -0.23335  -0.014
C1 -6.31252 -6.27359 -3.22309  -0.104
C2 -3.64020 -8.31315 -1.09691  -0.111
C3 -5.23448 -2.06543 -3.28541  -0.123
C4 -0.60152 -0.09514 -0.16553  -0.169
C5 1.08979 1.29197 5.03488  -0.120
C6 -4.31371 1.25011 -0.07342  -0.147
C7 2.50589 3.99420 2.59681  -0.094
C8 -1.94261 -3.21855 -4.98959  -0.112
C9 6.92106 5.52971 -0.09292  -0.109
C10 -4.01021 -2.15169 -8.21582  -0.109
C11 -0.13448 1.37823 9.96530  -0.114
C12 6.03872 4.64225 -5.01726  -0.114
C13 3.15739 0.22511 8.26111  -0.116
C14 -1.21342 1.23059 -0.98135  -0.774
C15 -1.94283 2.25993 0.06560  -0.656
C16 -3.93728 -5.14285 1.12373  -0.113
C17 4.82792 1.79859 0.22844  -0.108
C18 9.16310 6.19087 -3.31128  -0.115
C19 4.00063 -0.84940 2.94397  -0.104
C20 -5.15017 -1.12151 -0.06774  0.076
H1 3.38666 4.52639 2.23179  0.089
H2 -5.86314 -1.38140 -2.70864  0.066
H3 6.81478 6.61050 -0.21599  0.090
H4 1.02623 0.20197 4.98557  0.093
H5 8.73390 6.56883 -4.24338  0.086
H6 5.86526 1.99663 -0.05276  0.093
H7 -3.10760 -5.85379 1.14876  0.095
H8 5.50206 5.58551 -5.14863  0.089
H9 7.97333 5.27372 0.04652  0.092
H10 -4.76436 -5.51080 1.73657  0.093
H11 1.98342 4.62691 3.31891  0.100
H12 -2.96433 -1.83927 -8.24308  0.090
H13 9.25133 7.00216 -2.58399  0.092
H14 10.16000 5.79390 -3.51862  0.093
H15 -3.59910 -4.18787 1.53535  0.087
H16 -1.58915 2.09793 1.19362  0.125
H17 2.68951 -0.30715 9.09397  0.086
H18 4.17469 2.45991 -0.34678  0.090
H19 -0.76314 2.06227 10.54206  0.093
H20 -5.73400 -3.03653 -3.33498  0.078
H21 3.32771 -0.46082 7.42719  0.088
H22 5.47596 3.85051 -5.51949  0.092
H23 -1.41088 -0.96848 -0.12394  0.070
H24 6.36066 5.22072 0.79319  0.087
H25 4.12018 0.62135 8.59338  0.093
H26 -4.07377 -3.24169 -8.26513  0.090
H27 0.57137 1.71312 4.16967  0.089
H28 -4.52863 -1.73054 -9.08103  0.096
H29 0.33452 -0.45115 -0.78345  0.068
H30 -7.23694 -0.46250 -0.34861  0.181
H31 -6.94279 -7.02621 -2.74257  0.091
H32 1.83022 3.77961 1.76496  0.074
H33 -2.41049 -3.75081 -4.15674  0.082
H34 -3.67545 -8.34185 -0.00430  0.087
H35 4.84048 -0.90355 2.24672  0.092
H36 0.83185 1.27707 10.46573  0.090
H37 4.59540 0.75410 0.00294  0.086
H38 2.13567 1.60439 5.00762  0.069
H39 7.03251 4.71115 -5.46678  0.091
H40 -0.36202 0.23412 0.93293  0.072
H41 -1.77229 -3.90448 -5.82352  0.095
H42 -3.90771 3.28776 -0.12321  0.131
H43 -5.54947 -6.76247 -3.83216  0.096
H44 3.09163 -1.22274 2.46505  0.088
H45 4.21844 -1.47817 3.81171  0.096
H46 -5.21360 -2.30043 -0.04614  0.165
H47 -6.42812 2.12573 -0.31013  0.186
H48 -4.26815 -2.16659 -2.78498  0.087
H49 -0.97982 -2.82231 -4.65732  0.092
H50 -2.03104 0.76730 -1.71761  0.089
H51 -6.93820 -5.65295 -3.86965  0.094
H52 -4.40991 -8.96816 -1.51340  0.095
H53 -2.66030 -8.66734 -1.42665  0.094
H54 -0.63400 0.40713 9.91572  0.088